Record 1
17
Properties=species:S:1:pos:R:3:forces:R:3 method="wB97M-V/def2-TZVPD" charge=+1 homo_energy_ev=-14.27 largest_force_ha_per_bohr=0.0960 total_energy_ha=-322.28721 homo_lumo_gap_ha=0.3202
H 1.4470 1.3385 0.9767 1.6 2.6 -0.5
C 0.7654 0.6472 1.2791 -3.6 -0.3 -3.3
H -0.4323 2.3209 -2.3145 -0.9 -0.1 1.8
H -0.2486 -1.4815 -2.6871 0.6 0.3 0.4
N -0.3896 1.0016 -0.9926 -1.1 0.9 -1.6
C -0.1248 -1.9881 -1.7240 -1.0 2.4 1.7
H 0.0119 1.7539 2.9565 -1.1 -0.9 -1.4
H 1.3033 -0.1693 1.5305 1.5 -2.8 1.1
C 0.1721 0.0934 -0.3436 2.3 0.4 4.3
C -0.3885 1.0041 2.1717 0.4 1.1 0.2
H 0.9522 -1.7510 0.1575 -0.6 1.2 -0.9
N -1.0239 1.9482 -1.4698 1.7 -1.4 -1.0
N 0.5680 -1.1498 -0.6054 -1.5 -1.4 -1.8
H -1.2473 1.3618 1.5279 0.9 0.1 1.3
H -0.6642 0.1061 2.7046 -0.5 -0.1 0.2
H 0.4354 -2.8537 -1.8186 0.9 -1.6 -0.3
H -1.1362 -2.1823 -1.3487 0.3 -0.3 -0.2

Record 2
17
Properties=species:S:1:pos:R:3:forces:R:3 method="wB97M-V/def2-TZVPD" charge=+1 homo_energy_ev=-13.79 largest_force_ha_per_bohr=0.0860 total_energy_ha=-322.32299 homo_lumo_gap_ha=0.3585
N 1.2052 0.2026 0.1697 0.5 3.0 -1.4
H 2.0685 0.6384 -0.3265 -1.4 -1.8 1.5
H -0.3121 1.6718 0.6937 -0.1 0.4 1.8
C 1.1440 -1.0612 0.5273 2.8 -1.4 -1.3
C -1.2046 -1.1678 0.9592 -1.1 -1.9 2.5
H 0.6464 2.8239 -1.1319 1.8 1.4 0.5
H -1.5967 -0.7290 -0.8976 0.0 1.7 1.6
H 0.6249 1.4098 -2.1521 0.0 -0.3 -1.2
H 2.1730 -1.5221 0.3746 -1.6 0.1 0.6
H -0.8366 2.4558 -1.5449 0.6 -1.5 -0.2
N 0.1067 -1.7993 0.8193 2.3 1.2 -0.9
C 0.1508 1.9370 -1.3689 -1.9 -0.9 2.1
H -1.1311 -0.9206 2.0545 -0.9 0.7 -1.0
C 0.1162 1.0996 -0.0628 -3.4 -1.8 -2.2
H 0.3075 -2.7888 0.9113 -0.4 0.1 0.2
N -1.6094 -0.1735 0.0434 3.2 0.2 -2.4
H -1.8527 -2.0765 0.9317 -0.2 0.9 -0.1

Record 3
20
Properties=species:S:1:pos:R:3:forces:R:3 method="wB97M-V/def2-TZVPD" charge=+1 homo_energy_ev=-15.06 largest_force_ha_per_bohr=0.0941 total_energy_ha=-548.01677 homo_lumo_gap_ha=0.4087 smiles="C[C@@H](O)[C@H](C(N)=[NH2+])[N+](=O)[O-]"
H -0.2497 -0.7148 -1.6437 -0.1 -0.8 2.4
C -0.5929 -2.3300 0.0166 1.4 2.7 -0.5
H 0.0424 -2.3160 0.8742 0.6 -0.8 0.3
C -0.6013 -0.8703 -0.5179 1.4 0.3 -3.5
N -0.8260 1.9746 0.7122 4.3 0.4 -2.2
O -1.9056 -0.3294 -0.6556 1.0 0.0 1.2
H -0.3333 -3.0445 -0.7170 0.2 -0.8 -0.6
C 0.4130 -0.0105 0.4122 -2.0 -0.5 -1.1
H 1.8113 1.8460 -1.3396 -1.6 -0.4 2.0
O 2.0797 -1.5877 0.7741 0.9 -1.8 0.4
H 0.0029 -0.2522 1.4140 1.0 0.4 -0.2
C 0.2282 1.4829 0.0948 0.9 -2.8 0.7
H -1.4417 1.4433 1.1664 -2.7 -2.5 2.2
N 1.8228 -0.5957 0.2084 -1.9 3.4 0.7
H -2.3102 -0.5606 0.1829 -1.0 0.0 0.1
H 0.8493 3.0851 -0.8317 -0.8 2.8 -0.3
H -1.5378 -2.4282 0.3919 -2.7 -1.0 0.7
N 1.0333 2.1558 -0.6798 1.2 -1.2 -1.3
O 2.5377 0.1708 -0.3973 1.1 -1.0 -0.7
H -1.0220 2.8813 0.5350 -1.3 3.5 -0.4

Record 4
20
Properties=species:S:1:pos:R:3:forces:R:3 method="wB97M-V/def2-TZVPD" homo_energy_ev=-9.27 largest_force_ha_per_bohr=0.0996 total_energy_ha=-1137.47241 homo_lumo_gap_ha=0.3544 smiles="NP(N)(=S)OC1=NCCC1"
S -2.4157 -1.4122 -1.3014 0.6 -0.1 -0.3
H 0.8800 2.7753 1.8850 -0.5 0.5 0.5
H -1.2258 1.5328 0.6169 -1.0 -0.1 0.9
C -0.5041 1.4036 -0.1463 2.2 0.3 1.1
H -0.2570 -2.5373 1.3825 0.7 -0.5 0.8
N 0.0940 -3.2123 -1.4458 -1.2 2.0 -3.1
C 0.6187 0.4905 0.4439 -0.8 0.3 -1.1
N -0.9518 -3.0499 0.8501 1.1 1.2 -0.5
H -0.3436 3.5575 -0.0592 -0.1 0.8 -0.6
H 0.2050 -3.0454 -2.4919 -0.4 0.0 2.0
N 1.6331 1.0908 1.0052 -2.7 -3.2 -1.2
O 0.3756 -0.8638 0.3015 0.2 -1.2 -0.3
C 1.3137 2.4915 0.9458 -0.1 0.4 -2.0
H 0.6495 2.5796 -1.2430 1.8 1.0 -2.5
P -0.7959 -2.1197 -0.5695 0.3 0.7 1.8
C 0.2988 2.7366 -0.2986 -1.0 -2.3 4.5
H -1.7784 -2.8144 1.3625 -1.0 0.1 -0.1
H -0.9886 0.9976 -1.0066 -0.1 -0.2 -0.6
H 2.2637 2.9650 0.8617 0.6 1.0 -0.2
H 0.9288 -3.5658 -1.0927 1.5 -0.7 1.1

Record 5
19
Properties=species:S:1:pos:R:3:forces:R:3 method="wB97M-V/def2-TZVPD" charge=+1 homo_energy_ev="-13.69 / -13.77" largest_force_ha_per_bohr=0.0631 total_energy_ha=-795.72717 homo_lumo_gap_ha="0.2412 / 0.2440"
C 1.9733 -0.8331 -0.1701 0.4 0.1 0.0
H 2.4100 -2.7500 0.0356 -0.5 -0.1 0.0
C -2.5846 0.0904 0.1353 0.3 -0.3 0.4
H -1.1816 -0.2005 1.8110 0.1 0.1 -0.1
S 1.7903 1.9301 0.2104 -1.6 -1.7 -0.1
N 2.7399 -1.8079 -0.1095 0.8 -0.1 0.0
H 2.5225 0.6278 -1.6464 0.0 -0.1 0.1
H 0.3308 -1.5237 0.8181 0.0 0.3 -0.1
O -2.5076 0.6657 -1.1406 0.1 0.3 -0.4
C 2.5636 0.5162 -0.5590 -0.2 0.8 -0.3
H 3.6090 0.4836 -0.2492 0.0 -0.1 0.1
H -2.6649 -0.9911 -0.0083 0.0 0.1 0.1
H -0.4237 0.5525 -0.9241 0.1 -0.2 0.2
H -1.3162 1.4760 1.2268 0.1 -0.2 0.0
C -1.2841 0.4250 0.9216 -1.2 0.0 0.4
N 0.5936 -0.8655 0.0859 -0.9 -0.6 0.3
H -2.9494 1.5223 -1.1707 0.0 -0.1 0.0
N -0.1739 0.2499 0.0274 2.7 1.8 -0.5
H -3.4471 0.4321 0.7060 0.0 0.0 0.0

Record 6
18
Properties=species:S:1:pos:R:3:forces:R:3 method="wB97M-V/def2-TZVPD" charge=+1 homo_energy_ev=-12.31 largest_force_ha_per_bohr=0.0960 total_energy_ha=-720.53465 homo_lumo_gap_ha=0.3281
H 3.2037 1.3084 0.7542 0.1 1.9 1.3
N -1.7277 -0.0382 0.0000 0.4 0.7 1.3
H -2.9241 0.5568 1.5279 -1.8 -0.8 0.9
S 1.3190 -0.0654 -0.0004 -0.8 1.0 0.0
C -1.9439 0.7423 1.2369 1.2 -4.3 1.7
C 2.8312 0.5118 0.2134 0.5 -3.5 -1.3
H 3.6211 -1.0340 -0.8371 -0.3 -0.5 -0.2
H -2.0246 1.6677 0.9036 0.8 4.6 -0.9
N -1.1066 -2.3930 0.0169 -0.9 2.0 -0.2
H -1.1267 0.0177 -1.8869 0.1 0.1 -1.1
H -2.8143 0.7894 -1.5822 2.2 -0.2 0.2
H -1.2463 0.4467 2.0879 -0.6 0.9 -1.5
H 4.6692 -0.3644 0.3162 0.1 0.5 -0.5
C -1.6904 0.6756 -1.2627 -4.1 -2.5 -1.2
H -1.2779 1.6006 -1.1885 1.5 2.5 0.5
C -1.3202 -1.2160 0.0340 0.6 -3.1 0.0
N 3.8323 -0.2584 -0.2491 0.8 0.7 0.7
H -0.2738 -2.9475 -0.0840 0.4 0.0 0.2